Computed, not measured: 2 unconnected molecules or ions with the total composition C22H37N2O7S at a distorted geometry, with ωB97M-V/def2-TZVPD.

Each line ends with the natural charge from an NBO analysis.
Element x y z (Å)
C 2.22525 3.37718 0.39113  -0.622
C 2.50233 2.13184 -0.13195  -0.235
N 2.16127 0.84879 0.60673  -0.303
C 2.93589 0.88338 1.90980  -0.376
S 4.66781 1.30480 1.75230  0.244
C 5.53102 -0.29266 1.90958  -0.535
C 6.34290 -0.38782 3.20518  -0.613
C 2.60649 -0.24967 -0.27169  0.153
N 2.68707 -1.53217 0.47620  -0.589
C 3.47772 -2.34717 0.03873  0.884
O 4.23343 -3.14309 -0.39411  -0.496
C 1.80940 -0.32791 -1.55685  -0.423
C 0.29823 -0.02844 -1.48231  -0.220
C -0.17196 0.36830 -2.89117  -0.609
C -0.11878 0.98595 -0.41021  -0.227
C -1.62924 0.93108 -0.09374  -0.401
C -2.47229 1.97439 -0.85239  -0.380
C -3.34075 1.44036 -1.97862  -0.552
C -4.25842 0.34426 -1.50587  0.813
O -5.10129 0.54155 -0.69067  -0.528
O -4.06798 -0.88341 -2.11013  -0.554
C -3.80407 -1.94994 -1.18818  -0.071
C -2.54182 -2.70639 -1.58477  -0.643
C 0.68822 0.82781 0.87678  -0.050
C 0.20802 -0.31636 1.74958  -0.087
O -0.07432 -1.47696 0.99410  -0.553
C -0.13086 -2.64699 1.76930  -0.056
C -1.48066 -2.84360 2.44918  -0.644
H 1.24345 3.69180 0.73046  0.180
H 3.00836 4.11440 0.51527  0.200
H 2.99722 2.01291 -1.07473  0.201
H 2.46154 1.65981 2.48989  0.245
H 2.86092 -0.05054 2.45287  0.231
H 4.81791 -1.10466 1.89498  0.217
H 6.21229 -0.34533 1.07083  0.216
H 6.73335 0.57737 3.50001  0.216
H 5.77158 -0.85900 3.99385  0.208
H 7.19844 -1.03189 3.01449  0.206
H 3.62285 0.02122 -0.53798  0.224
H 1.92455 -1.33118 -1.95758  0.223
H 2.25382 0.32941 -2.29366  0.224
H -0.19831 -0.96501 -1.26908  0.227
H -1.13558 -0.08771 -3.07064  0.225
H -0.22850 1.44298 -3.01073  0.216
H 0.49059 -0.07925 -3.62489  0.199
H 0.04827 1.97104 -0.82904  0.236
H -1.74082 1.19557 0.95165  0.199
H -1.99626 -0.07397 -0.25660  0.208
H -1.85360 2.78625 -1.22257  0.201
H -3.16280 2.41922 -0.14566  0.236
H -3.99998 2.25723 -2.27685  0.318
H -2.79777 1.15203 -2.86894  0.201
H -3.74179 -1.55126 -0.18216  0.181
H -4.65596 -2.62042 -1.21286  0.183
H -2.03766 -2.23968 -2.42205  0.223
H -1.85219 -2.80496 -0.75167  0.203
H -2.81389 -3.71140 -1.89263  0.207
H 0.49692 1.73518 1.44300  0.244
H -0.71292 0.01609 2.22393  0.198
H 0.88954 -0.57035 2.56131  0.179
H 0.69105 -2.70877 2.48313  0.163
H 0.00088 -3.46903 1.07222  0.185
H -1.63300 -3.91066 2.58139  0.212
H -1.53449 -2.37197 3.42226  0.206
H -2.26936 -2.49416 1.79456  0.225
C -7.03651 2.98464 -2.17765  0.912
O -7.52016 2.22369 -3.04851  -0.718
O -5.89355 3.56308 -2.31638  -0.715
O -7.62688 3.25449 -1.07188  -0.673

Computed properties:
2S+1: 1
Molecular weight (u): 473.612
Total charge: -1
Lowest unoccupied orbital energy (eV): 0.4
HOMO level (eV): -1.08
Electronic energy (Eh): -1894.59578